No. 1
ORCA calculation (wB97M-V/def2-TZVPD) on a 14-piece molecular cluster, C54H142N13O4 overall.

Cartesian coordinates (Å):
O (-0.5987, -2.3113, -0.3999)
O (0.2443, -1.5087, 2.3308)
O (1.5709, 1.3099, -2.0769)
O (2.2062, 2.2159, 0.4713)
N (-1.6880, -3.0489, -2.8721)
N (3.6073, -4.1027, -2.4588)
N (1.4018, 4.3799, 1.6946)
N (2.7983, 4.0319, 4.1471)
N (5.9732, 2.4712, -0.6231)
N (-0.8102, -5.1653, 3.8220)
N (3.6023, 3.0038, -2.1836)
N (-1.3473, 4.4929, 1.8084)
N (-4.6138, -3.3511, 2.1905)
N (-1.8783, -3.8127, 1.6193)
N (1.5662, 0.0898, -4.3275)
N (-4.3678, -2.3857, -3.5223)
N (-2.1578, 3.5528, -5.8913)
C (1.1499, 0.3357, 1.5111)
C (5.0061, -4.3845, -2.4606)
C (-3.1880, 2.7137, -5.3289)
C (1.5446, 1.1997, 0.3740)
C (-1.3126, -3.0284, 4.9365)
C (-0.2972, -4.1210, 4.6893)
C (-3.8737, -0.5286, -1.9159)
C (-6.9119, -2.7451, -3.1871)
C (4.7593, 0.3868, -0.1270)
C (7.6692, 2.8917, -2.4146)
C (-5.2985, -4.3743, 1.4039)
C (1.2064, 0.6600, -1.1310)
C (7.0898, 1.8053, -1.4241)
C (4.0129, 4.6834, 3.6524)
C (0.8742, 4.3053, 5.6200)
C (3.5489, -2.9688, -0.1419)
C (3.7732, 6.1473, 3.1789)
C (-5.1942, -3.1912, 3.5530)
C (-1.8595, 5.7234, -7.2418)
C (-5.1628, -5.8091, 2.0210)
C (-4.2984, -0.9246, -3.3184)
C (3.0775, 2.6146, 4.5534)
C (-0.9383, 3.9548, -0.7040)
C (0.2496, -5.9705, 3.2713)
C (1.4102, -5.1863, 2.5321)
C (0.0185, -1.2404, -0.1275)
C (-1.5122, 3.0232, 1.9199)
C (-1.8831, -6.0194, 4.4005)
C (2.2785, 4.7660, 5.3432)
C (-4.2869, -2.6604, -4.9703)
C (-1.0109, 3.7751, -4.9586)
C (0.5569, -0.8361, 1.2433)
C (2.8426, -5.3500, -2.2576)
C (3.0831, -2.9910, -1.6240)
C (-1.7073, 4.7851, 0.3886)
C (-1.0776, 2.4792, 3.2834)
C (6.2227, 3.8230, -0.1246)
C (-2.7877, 4.8217, -6.3558)
C (-3.6768, -1.0827, 2.0126)
C (-2.0374, 5.4226, 2.7241)
C (5.8164, -3.1915, -2.9120)
C (-5.5055, -3.1203, -2.8614)
C (-1.5327, 6.9010, 2.6298)
C (7.4316, 3.9787, 0.8348)
C (0.2904, -0.4671, -1.2071)
C (3.6960, 1.6549, 3.5239)
C (1.3213, -5.1867, -2.4505)
C (-6.6672, -2.8940, 3.4625)
C (5.3336, 1.6520, 0.3873)
C (-4.4846, -2.1465, 1.2767)
C (-1.5175, -6.7964, 5.7225)
C (-3.8994, 3.2643, -4.0859)
C (-4.1817, -4.1565, -5.2184)
C (-0.2767, 2.6024, -4.3228)
H (-4.5044, -0.9872, -1.1543)
H (-1.2079, 5.1983, -7.9403)
H (-6.3754, -4.2057, 1.4006)
H (3.4946, 4.0053, -2.1092)
H (-3.1131, 5.5121, 2.5731)
H (-3.6156, -4.6195, -4.4101)
H (3.7474, 2.7357, -3.1464)
H (-3.2577, 5.4822, -5.6272)
H (2.2344, -4.9801, 3.2149)
H (6.8843, -3.4081, -2.9372)
H (-4.0105, 0.5334, -1.7121)
H (-1.0818, -2.9504, -3.6739)
H (-2.2043, -3.4864, 5.3645)
H (8.3094, 3.5725, -1.8535)
H (2.3132, 5.8525, 5.2630)
H (2.7348, 2.5557, -1.9251)
H (0.1675, 4.6445, 4.8627)
H (2.9279, 4.5129, 6.1813)
H (-1.5128, -6.0023, 6.4692)
H (2.4651, -0.1332, -4.7304)
H (-1.9553, -4.7333, 1.2110)
H (0.7763, -4.6481, -1.6753)
H (-0.5154, -7.2145, 5.6272)
H (7.7175, 1.3895, -0.6359)
H (-0.0979, -0.7180, -2.1831)
H (0.0117, 2.5170, 3.2804)
H (-2.0306, 7.4622, 1.8391)
H (-4.3430, 2.4321, -3.5393)
H (-3.1791, 3.7997, -3.4674)
H (-5.8293, -5.8124, 2.8835)
H (0.3935, 4.4236, 1.7325)
H (-3.7903, -4.2937, -6.2264)
H (-2.1259, -7.5399, 6.2374)
H (-1.2100, 4.3523, -1.6819)
H (-1.1586, 2.8877, -0.6752)
H (1.7850, 3.5125, 1.3470)
H (-3.8534, -0.1304, 1.5126)
H (-3.6555, 4.5888, -6.9729)
H (8.3591, 3.8975, 0.2679)
H (-0.5095, 6.8901, 2.2542)
H (0.5406, 4.7055, 6.5774)
H (4.7925, 4.6409, 4.4130)
H (-5.0680, -2.2438, -5.6063)
H (-0.8013, -2.5156, 5.7511)
H (-3.3162, -2.3978, -5.3909)
H (-2.5913, -1.1454, 1.9362)
H (2.0084, -2.9299, -1.4529)
H (-7.0964, -1.7214, -2.8613)
H (-2.5341, 2.8051, 1.6098)
H (-2.9173, -0.9425, -1.5963)
H (-1.3267, 4.4384, -4.1535)
H (6.2131, 4.4300, -1.0299)
H (-0.0012, -4.5953, 5.6250)
H (-7.2868, -3.7590, 3.2260)
H (4.6223, -3.0548, 0.0266)
H (-2.3836, 6.4621, -7.8481)
H (-4.5947, 4.0276, -4.4355)
H (2.9862, -5.7623, -1.2588)
H (-1.5282, 7.4356, 3.5797)
H (3.1852, -6.0585, -3.0117)
H (-2.7670, -3.5922, 2.0455)
H (-4.9860, -4.0123, 4.2389)
H (5.5601, -0.3314, -0.3031)
H (-4.6482, -2.3961, 4.0607)
H (-7.6232, -3.5008, -2.8537)
H (-1.6272, 5.8602, 0.2274)
H (-5.2216, -0.5096, -3.7230)
H (-0.2277, 4.3203, -5.4855)
H (3.2660, -1.9961, -2.0301)
H (1.1039, -4.7597, -3.4296)
H (-0.1683, -6.6503, 2.5287)
H (4.5995, 2.2278, 0.9509)
H (-1.9723, -3.9727, -2.5788)
H (4.0014, 6.7737, 4.0413)
H (-1.2346, 6.3268, -6.5833)
H (-4.8737, -4.3262, 0.4012)
H (0.6914, -6.6180, 4.0286)
H (4.4709, 2.7033, -1.7648)
H (-2.5595, -2.5733, -3.0576)
H (-1.4575, 3.0382, 4.1385)
H (0.9457, -6.2003, -2.3110)
H (-5.1614, -4.6158, -5.3498)
H (-1.5005, -2.2130, 4.2380)
H (3.6753, 2.5379, 5.4617)
H (-0.9028, 2.3882, 1.2768)
H (8.3487, 2.3718, -3.0900)
H (-2.2247, -6.7878, 3.7070)
H (0.1293, 4.1738, -0.7221)
H (7.4392, 3.1681, 1.5635)
H (3.0002, -2.1555, 0.3330)
H (1.7307, 4.9979, 0.9665)
H (-0.6339, 2.2996, -3.3385)
H (-1.1571, -2.6221, -2.1264)
H (1.3313, 0.7946, 2.4718)
H (2.9109, 6.3839, 2.5555)
H (4.6675, 6.3763, 2.5993)
H (4.0815, 0.5613, -0.9626)
H (6.6973, 0.9657, -1.9977)
H (5.4315, 4.2615, 0.4834)
H (4.7780, 1.5259, 3.4974)
H (1.8883, 4.6058, 2.5505)
H (1.4953, 0.6918, -3.5196)
H (-1.3131, -4.0119, 2.4323)
H (-4.0208, 2.4549, -5.9828)
H (0.9986, -0.7384, -4.2180)
H (-4.1768, -6.0083, 2.4408)
H (0.8004, 2.6622, -4.1667)
H (-5.4572, -1.7831, 0.9451)
H (-2.7876, 4.6442, 0.3520)
H (-3.4539, -0.5166, -3.8738)
H (-0.4830, 1.7126, -4.9176)
H (5.3648, -4.5678, -1.4478)
H (5.6660, -2.3394, -2.2491)
H (-5.4334, -4.1972, -3.0135)
H (-3.8436, -2.2816, 0.4055)
H (3.3938, 0.6690, 3.8771)
H (6.1308, 1.4548, 1.1040)
H (1.8649, -5.8727, 1.8177)
H (1.0438, -4.2802, 2.0497)
H (-2.8143, -5.4625, 4.5049)
H (5.1743, -5.2699, -3.0737)
H (-5.4931, -6.6481, 1.4084)
H (4.6012, 4.1650, 2.8952)
H (5.5931, -2.8596, -3.9260)
H (-5.3164, -2.9741, -1.7979)
H (7.3956, 4.8636, 1.4702)
H (-3.8793, -0.9224, 3.0716)
H (0.6502, 3.2441, 5.7284)
H (-1.4258, -3.1529, 1.0028)
H (3.3920, 1.9638, 2.5238)
H (-7.0672, -2.7644, -4.2658)
H (2.1167, 2.2123, 4.8743)
H (-6.9691, -2.0950, 2.7852)
H (1.0427, 0.3922, -5.1365)
H (6.9122, 3.3242, -3.0688)
H (0.5386, -3.6479, 4.1738)
H (-1.2807, 1.4106, 3.3552)
H (4.2616, -0.1341, 0.6910)
H (-1.9363, 5.0785, 3.7534)
H (-2.7421, 1.7843, -4.9746)
H (-7.0555, -2.6529, 4.4520)
H (3.2328, -3.9517, 0.2075)

Properties
Spin multiplicity = 1
E = -85834.2083 eV
Total charge = +3
HOMO energy = -0.504 hartree
Largest force on an atom = 6.70 eV/Å

***

No. 2
ORCA calculation (wB97M-V/def2-TZVPD) on C54H28ClI4N4O3S4Tl as an isolated structure.

Cartesian coordinates (Å):
Tl (1.4812, -1.1341, -1.5052)
I (7.2811, -4.5725, 3.6628)
I (-4.3891, -8.7340, -2.4839)
I (1.1326, 8.6088, 5.3481)
I (-4.8060, 4.0587, -7.4777)
Cl (-2.3512, 4.0423, 5.7515)
S (3.3535, -3.4811, -5.3146)
S (0.9344, -3.2166, -3.5899)
S (1.2883, 0.2295, -4.2830)
S (3.6389, -0.6657, -5.8855)
O (-0.2184, 1.2526, -0.9319)
O (5.2492, -2.5117, -6.8833)
O (0.1688, -0.0597, 2.4062)
N (1.3180, 1.3823, 0.7374)
N (0.1167, 1.8733, 0.2582)
N (-1.1813, -0.9668, -1.7493)
N (0.0456, -2.2245, 0.6314)
C (-2.4923, -6.4002, -2.8364)
C (-0.6704, -3.3032, 0.1755)
C (2.1517, -2.4188, -4.5620)
C (1.0744, 3.5748, 1.4736)
C (-0.8649, 1.8028, 5.3732)
C (-2.7738, 2.2182, -6.1867)
C (2.1418, 6.0123, 4.1448)
C (-1.0263, 2.2440, 1.1220)
C (-2.8985, -0.9011, -3.2577)
C (1.4632, -0.4966, 2.6386)
C (-2.3954, 1.9406, -3.8186)
C (1.7294, 2.3314, 1.5725)
C (2.1381, 4.9198, 3.2964)
C (-1.5716, 2.8288, 4.7680)
C (-1.8340, -0.1921, -2.5944)
C (2.5471, 0.4771, 2.9328)
C (-0.4521, 4.1008, -0.6521)
C (4.2854, -2.2703, -6.1750)
C (0.1161, 5.7053, 2.2914)
C (-3.7790, -6.3049, -0.7909)
C (-0.0640, 3.3311, 0.5515)
C (-1.8715, -5.2042, -2.4974)
C (0.7351, -2.6595, 1.6815)
C (2.6879, 1.7475, 2.5304)
C (0.5097, -4.0460, 1.9316)
C (-3.4058, 2.8610, -3.5616)
C (-1.7907, -2.2032, -1.8059)
C (-2.8586, -2.1724, -2.7728)
C (-0.3900, -4.4544, 0.9791)
C (4.7637, -3.0124, 4.2630)
C (5.4510, -3.6478, 3.2417)
C (3.0214, -2.4150, 2.6879)
C (3.7243, -3.0812, 1.6855)
C (1.7002, -1.7940, 2.3811)
C (-4.0970, 3.4749, -4.6003)
C (1.1261, 4.7242, 2.3355)
C (-3.1424, -5.1158, -0.4597)
C (-1.5047, -3.2738, -0.9670)
C (1.1311, 6.9611, 4.0606)
C (-3.4415, -6.9339, -1.9793)
C (-0.9507, 2.0050, -1.8418)
C (-0.8595, 3.4553, -1.7457)
C (-0.3419, 0.9146, 3.1960)
C (4.9424, -3.6905, 1.9517)
C (-3.7678, 3.1448, -5.9038)
C (-1.6482, 1.2629, -2.7194)
C (2.2854, -1.1028, -4.8319)
C (-1.6443, 2.9178, 3.3928)
C (-1.0178, 1.9703, 2.5875)
C (-2.0924, 1.6119, -5.1405)
C (0.1159, 6.8077, 3.1321)
C (-0.2546, 0.8480, 4.5810)
C (3.5477, -2.4040, 3.9763)
C (-2.1912, -4.5569, -1.3066)
H (-0.3614, 5.1778, -0.6395)
H (-3.5823, -0.4950, -3.9875)
H (-0.7942, 1.7540, 6.4514)
H (-1.2921, 0.8970, -5.3328)
H (3.3116, -3.1120, 0.6835)
H (5.1586, -3.0014, 5.2698)
H (-2.5220, 1.9706, -7.2091)
H (2.9885, -1.9212, 4.7697)
H (-1.1268, -4.7662, -3.1567)
H (-4.8827, 4.1879, -4.3906)
H (-3.5111, -2.9908, -3.0330)
H (-0.6839, 7.5336, 3.0678)
H (0.9589, -4.6387, 2.7163)
H (0.2911, 0.0278, 5.0306)
H (-0.7862, -5.4483, 0.8420)
H (2.9361, 4.1958, 3.3889)
H (2.9352, 6.1219, 4.8725)
H (5.4828, -4.1906, 1.1599)
H (-1.1707, 4.0135, -2.6176)
H (-2.2349, -6.9006, -3.7598)
H (-3.3899, -4.6091, 0.4654)
H (-0.7077, 5.5930, 1.5966)
H (-4.5259, -6.7290, -0.1336)
H (3.3666, 0.0649, 3.5060)
H (-2.1605, 3.7519, 2.9344)
H (3.5635, 2.3000, 2.8472)
H (-3.6689, 3.0921, -2.5354)
H (-1.9504, 2.1017, 0.5744)

Properties
Spin multiplicity = 1
E = -161512.3981 eV
Total charge = -2
HOMO energy = -0.037 hartree
Largest force on an atom = 0.59 eV/Å
Energy above the lowest of the compared OMol25 structures with the same formula, charge and spin = 5.926 eV